# 1
C19H43P3RuSSe as an isolated structure at a distorted geometry. Source: OMol25; level of theory: the ωB97M-V functional and the def2-TZVPD basis.

Computed properties:
Energy: -4667.1753 a.u.
Charge: +3
Largest force on an atom: 0.041 Eh/bohr
HOMO level (spin up / spin down): -14.6294 / -17.3849 eV
2S+1: 6
Frontier orbital gap (spin up / spin down): 6.61 / 4.66 eV

Cartesian coordinates (Å):
Ru: 0.1424 0.1428 0.0928
P: 1.7137 1.4117 -1.0124
P: -1.3853 1.8631 0.3722
P: 1.5468 -1.6195 0.5989
H: -2.5373 -0.8505 0.4443
C: -1.6451 -1.2745 0.9044
C: -1.1409 -0.7716 2.1152
H: -1.6778 0.0231 2.6372
C: 1.7423 1.3309 -2.8498
C: 1.7131 3.2353 -0.7777
C: 3.4915 1.1167 -0.6520
C: -3.0455 1.6358 1.1209
C: -0.8570 3.3160 1.3596
C: -1.8213 2.4791 -1.2947
C: 0.9594 -3.1488 1.4279
C: 3.0173 -1.3004 1.6430
C: 2.1928 -2.2933 -0.9780
H: -1.3751 -2.2733 0.5636
H: -0.4615 -1.3853 2.7139
H: 2.5097 2.0155 -3.2461
H: 0.7633 1.6186 -3.2572
H: 1.9662 0.3056 -3.1747
H: 2.4252 3.6886 -1.4828
H: 2.0344 3.4804 0.2424
H: 0.7237 3.6640 -0.9637
H: 4.1056 1.7550 -1.3044
H: 3.7680 0.0738 -0.8350
H: 3.7044 1.3809 0.3912
H: -3.6846 2.4541 0.7620
H: -2.9747 1.6957 2.2140
H: -3.5094 0.6865 0.8435
H: -1.4916 4.1769 1.1036
H: 0.1905 3.5703 1.1786
H: -0.9638 3.0829 2.4274
H: -2.7976 2.9788 -1.2362
H: -1.8853 1.6186 -1.9779
H: -1.0698 3.1811 -1.6708
H: 1.7027 -3.9363 1.2367
H: -0.0103 -3.4890 1.0536
H: 0.8914 -2.9902 2.5114
H: 3.5709 -2.2406 1.7774
H: 2.6894 -0.9191 2.6204
H: 3.6793 -0.5563 1.1951
H: 2.5200 -3.3275 -0.8064
H: 3.0389 -1.7033 -1.3454
H: 1.3877 -2.2778 -1.7259
C: -2.1941 -2.1723 -3.1751
C: -3.1184 -2.5671 -2.1807
C: -4.1250 -3.4782 -2.4762
C: -4.2299 -4.0390 -3.7624
C: -3.2837 -3.6947 -4.7410
C: -2.2702 -2.7926 -4.4492
Se: -0.9225 -0.8323 -2.8588
H: -0.6274 -0.9434 -0.8431
H: -3.0420 -2.1355 -1.1868
H: -4.8451 -3.7584 -1.7072
H: -5.0303 -4.7370 -3.9997
H: -3.3352 -4.1283 -5.7406
H: -1.5203 -2.5195 -5.2013
C: 2.6679 2.5767 3.7237
S: 1.4595 1.4363 3.0279
C: 0.5895 1.0051 4.5412
H: 3.2667 2.9826 2.9004
H: 3.3154 2.0309 4.4173
H: 2.1381 3.3873 4.2337
H: 1.2877 0.4997 5.2177
H: 0.2008 1.9235 4.9952
H: -0.2380 0.3314 4.3050

=====

# 2
C35H28InN15O2S4 as an isolated structure. Source: OMol25; level of theory: the ωB97M-V functional and the def2-TZVPD basis.

Computed properties:
Energy: -4105.3805 a.u.
Charge: 0
Largest force on an atom: 0.008 Eh/bohr
HOMO level: -7.8355 eV
Frontier orbital gap: 6.92 eV

Cartesian coordinates (Å):
In: 0.1872 0.1117 0.2220
N: -0.4212 0.9463 3.6620
C: -1.3769 1.2994 2.7433
N: -2.4311 2.0284 3.0534
N: -3.1314 2.1149 1.9068
N: -2.5486 1.4796 0.9624
N: -1.4066 0.9220 1.4582
C: 0.7302 0.2567 3.3809
N: 1.6599 -0.0030 4.2836
N: 2.5772 -0.7237 3.6209
N: 2.2302 -0.8916 2.3956
N: 1.0302 -0.2862 2.2001
H: -0.4705 1.4010 4.5583
C: 8.8211 -0.0326 1.0847
C: 7.4280 0.5054 0.9044
C: 6.3362 -0.1103 1.5072
C: 5.0504 0.3817 1.3432
C: 4.8565 1.5075 0.5582
C: 5.9306 2.1444 -0.0526
C: 7.2075 1.6408 0.1263
S: 3.2227 2.1505 0.3261
O: 3.3643 3.1921 -0.6763
O: 2.6445 2.4945 1.5890
N: 2.3350 0.9290 -0.2331
C: 2.5416 0.2067 -1.3476
C: 3.6264 0.2275 -2.2518
C: 3.6037 -0.6416 -3.3150
C: 2.5269 -1.5197 -3.5038
C: 1.5004 -1.4736 -2.5907
N: 1.5008 -0.6303 -1.5583
H: 8.8292 -0.8897 1.7560
H: 9.4815 0.7306 1.4991
H: 9.2426 -0.3447 0.1276
H: 6.4909 -0.9869 2.1247
H: 4.2069 -0.1016 1.8210
H: 5.7541 3.0280 -0.6499
H: 8.0481 2.1405 -0.3411
H: 4.4498 0.9071 -2.0885
H: 4.4324 -0.6527 -4.0125
H: 2.5041 -2.2190 -4.3264
H: 0.6335 -2.1215 -2.6694
S: 1.4051 -6.8476 2.2575
C: 2.7828 -6.8735 3.2693
C: 3.2334 -5.6193 3.5418
C: 2.4492 -4.6117 2.9212
C: 1.4149 -5.1255 2.1900
C: 0.4016 -4.3731 1.4468
C: 0.7267 -3.0858 0.9763
N: -0.1341 -2.3003 0.3682
C: -1.3800 -2.7535 0.1254
C: -1.8018 -4.0239 0.5348
C: -3.1546 -4.4291 0.2804
C: -4.0169 -3.5993 -0.3418
C: -3.6049 -2.2967 -0.7827
C: -4.4848 -1.3943 -1.4034
C: -4.0414 -0.1475 -1.7678
C: -2.6836 0.1533 -1.5324
N: -1.8295 -0.6763 -0.9804
C: -2.2878 -1.8822 -0.5676
C: -4.8989 0.8929 -2.3366
C: -4.7284 2.2448 -2.2408
C: -5.7627 2.9759 -2.8817
C: -6.6967 2.1671 -3.4505
S: -6.3323 0.5138 -3.2154
C: -0.8772 -4.8283 1.2181
H: 3.1854 -7.8152 3.6049
H: 4.0876 -5.4136 4.1692
H: 2.6240 -3.5495 3.0408
H: 1.7159 -2.6794 1.1399
H: -3.4716 -5.4091 0.6142
H: -5.0431 -3.8992 -0.5135
H: -5.5218 -1.6770 -1.5465
H: -2.2990 1.1319 -1.7900
H: -3.9188 2.7024 -1.6879
H: -5.8148 4.0541 -2.9034
H: -7.5826 2.4505 -3.9948
H: -1.1875 -5.8007 1.5842
N: 0.1264 1.4979 -3.5849
C: 0.5557 2.3224 -2.6196
N: 1.6523 3.0386 -2.8536
S: -0.2865 2.4993 -1.1517
H: 0.6884 1.2891 -4.3933
H: -0.6859 0.9340 -3.4078
H: 2.1954 2.8773 -3.6868
H: 2.1446 3.3885 -2.0332

=====

# 3
C9H12BiCl2InN4O3 as an isolated structure at a distorted geometry. Source: OMol25; level of theory: the ωB97M-V functional and the def2-TZVPD basis.

Computed properties:
Energy: -2118.1710 a.u.
Charge: +4
Largest force on an atom: 0.093 Eh/bohr
HOMO level (spin up / spin down): -23.0750 / -22.5132 eV
Frontier orbital gap (spin up / spin down): 4.62 / 5.57 eV

Cartesian coordinates (Å):
Bi: 0.1781 0.7826 -4.4541
In: -0.6109 -0.9098 -1.8844
Cl: 0.4315 3.1212 -3.5602
Cl: 1.5842 -1.6474 -2.9895
C: -0.9196 -3.1885 -1.3200
C: -1.9049 1.7747 -5.4212
C: -0.4634 -1.1310 -6.5064
O: -0.6932 -4.2466 -0.9469
O: -2.5144 2.7155 -5.6529
O: -0.7387 -1.8646 -7.3319
C: 1.0797 -0.9969 0.8837
N: -0.0902 -0.1638 0.3637
C: 0.3644 1.2771 0.5159
N: 0.6743 1.6400 1.9171
C: 1.7504 0.7714 2.4139
N: 1.3892 -0.6602 2.3003
C: 0.1636 -0.8698 3.1139
N: -0.9664 -0.0156 2.6700
C: -1.2748 -0.3480 1.2573
C: -0.5219 1.4021 2.7530
H: 1.9529 -0.7937 0.2483
H: 0.8237 -2.0649 0.8110
H: -0.4571 1.9229 0.1935
H: 1.2697 1.4303 -0.0819
H: 1.9223 1.0234 3.4704
H: 2.6451 0.9799 1.7926
H: -0.1454 -1.9145 2.9784
H: 0.3833 -0.6468 4.1712
H: -2.0824 0.3189 0.9161
H: -1.6390 -1.3927 1.2184
H: -0.2653 1.6336 3.7971
H: -1.3248 2.0612 2.3639